(1)
# C4H11N2S

2 unconnected molecules or ions with the total composition C4H11N2S (ωB97M-V/def2-TZVPD, the Open Molecules 2025 dataset).

Calculated values
- largest force on an atom (hartree/bohr) = 0.09322
- lowest unoccupied orbital energy (spin up / spin down) (eV) = -3.85 / -6.34
- charge = +1
- energy above the lowest of the compared OMol25 structures with the same formula, charge and spin (kcal/mol) = 137.5
- Kohn-Sham gap (spin up / spin down) (eV) = 9.700 / 5.867

Element x y z (Å)
C 2.388 2.041 -0.601
C -3.280 -0.091 -0.304
C 1.601 -1.461 0.437
C -0.961 -0.408 0.293
N -2.015 1.649 0.341
N -1.945 0.391 0.200
S 0.596 0.051 0.685
H 2.233 1.202 -1.288
H 2.203 3.048 -0.935
H 2.667 1.922 0.378
H -3.331 0.303 -1.265
H -4.058 0.050 0.417
H -3.035 -1.154 -0.504
H 1.048 -2.228 0.858
H 2.498 -1.444 0.982
H 1.947 -1.517 -0.611
H -1.191 -1.410 -0.120
H -1.187 2.194 0.680


(2)
# C4H11N2S3

A gas-phase ion, C4H11N2S3 (charge +1) (ωB97M-V/def2-TZVPD, the Open Molecules 2025 dataset).

Calculated values
- SMILES string = CS[N@@+]1(S)SCCN1C
- largest force on an atom (hartree/bohr) = 0.09490
- lowest unoccupied orbital energy (eV) = -5.49
- charge = +1
- energy above the lowest of the compared OMol25 structures with the same formula, charge and spin (kcal/mol) = 57.5
- Kohn-Sham gap (eV) = 8.081

Element x y z (Å)
C -0.498 1.421 -2.009
S -1.387 1.695 -0.447
N -1.043 0.108 0.385
S -2.186 -0.432 1.699
S -1.223 -1.330 -1.132
C 0.510 -1.810 -0.897
C 0.861 -1.373 0.492
N 0.300 -0.011 0.584
C 0.875 0.867 1.477
H -0.582 2.415 -2.439
H -1.111 0.710 -2.582
H 0.466 1.078 -1.841
H -2.296 0.904 2.178
H 1.132 -1.355 -1.811
H 0.611 -2.862 -0.839
H 0.401 -2.105 1.223
H 1.888 -1.384 0.844
H 0.825 2.021 1.122
H 0.586 0.905 2.546
H 1.872 0.538 1.445


(3)
# C4H11N3

2 unconnected molecules or ions with the total composition C4H11N3 (ωB97M-V/def2-TZVPD, the Open Molecules 2025 dataset).

Calculated values
- SMILES string = C=C(N)N.C=CN
- largest force on an atom (hartree/bohr) = 0.00560
- lowest unoccupied orbital energy (eV) = 1.01
- energy above the lowest of the compared OMol25 structures with the same formula, charge and spin (kcal/mol) = 37.4
- Kohn-Sham gap (eV) = 8.918

Element x y z (Å)
C 2.430 0.529 -0.680
C 1.520 -0.117 0.051
N 0.969 -1.345 -0.300
N 1.022 0.389 1.263
H 2.894 1.430 -0.329
H 2.737 0.160 -1.640
H -0.005 -1.449 -0.039
H 1.129 -1.591 -1.266
H 0.792 -0.343 1.922
H 1.636 1.076 1.678
C -2.255 -0.879 0.362
C -2.140 0.156 -0.467
N -1.486 1.331 -0.177
H -2.848 -1.737 0.106
H -1.808 -0.867 1.342
H -2.630 0.140 -1.433
H -1.144 1.853 -0.968
H -0.813 1.266 0.577


(4)
# C4H11N3

C4H11N3 in the gas phase (ωB97M-V/def2-TZVPD, the Open Molecules 2025 dataset).

Calculated values
- SMILES string = N/C=N\CCCN
- largest force on an atom (hartree/bohr) = 0.11059
- lowest unoccupied orbital energy (eV) = 0.90
- energy above the lowest of the compared OMol25 structures with the same formula, charge and spin (kcal/mol) = 76.1
- Kohn-Sham gap (eV) = 9.025

Element x y z (Å)
N -0.209 1.784 -2.279
C -0.246 0.442 -2.041
N -0.060 -0.200 -0.855
C 0.739 0.612 0.162
C 0.148 0.314 1.530
C -0.595 -0.927 1.670
N 0.265 -2.086 1.427
H -0.538 2.637 -1.733
H -0.418 2.024 -3.207
H -0.182 -0.090 -2.962
H 0.734 1.666 -0.252
H 1.787 0.182 0.178
H 0.787 0.424 2.447
H -0.638 1.065 1.818
H -0.971 -0.933 2.728
H -1.458 -1.211 1.121
H 0.950 -2.016 2.247
H -0.296 -2.886 1.639


(5)
# C4H11N3

A molecular structure, C4H11N3 (ωB97M-V/def2-TZVPD, the Open Molecules 2025 dataset).

Calculated values
- largest force on an atom (hartree/bohr) = 0.07311
- lowest unoccupied orbital energy (spin up / spin down) (eV) = 0.47 / 0.47
- energy above the lowest of the compared OMol25 structures with the same formula, charge and spin (kcal/mol) = 180.7
- Kohn-Sham gap (spin up / spin down) (eV) = 7.267 / 7.266

Element x y z (Å)
C -2.402 0.229 -1.106
C 1.564 0.365 2.084
N -1.643 -1.004 -1.104
N 1.511 -0.869 1.329
C 0.467 -0.243 -0.455
N 0.973 0.689 -1.228
C -0.199 -1.078 0.186
H -1.291 -1.192 -2.041
H 2.395 -1.020 0.844
H 0.970 1.653 -0.930
H 1.480 0.444 -2.064
H -0.637 -1.797 0.838
H -1.863 1.124 -1.474
H -3.304 0.136 -1.727
H -2.740 0.449 -0.088
H 0.611 0.516 2.600
H 2.348 0.325 2.851
H 1.759 1.276 1.485


(6)
# C4H11N3

C4H11N3 in the gas phase (ωB97M-V/def2-TZVPD, the Open Molecules 2025 dataset).

Calculated values
- SMILES string = C/N=C(/N)CNC
- largest force on an atom (hartree/bohr) = 0.03551
- lowest unoccupied orbital energy (eV) = 1.00
- energy above the lowest of the compared OMol25 structures with the same formula, charge and spin (kcal/mol) = 36.4
- Kohn-Sham gap (eV) = 9.646

Element x y z (Å)
C -2.422 0.107 -0.470
N -1.631 -0.969 0.107
C -0.491 -0.707 0.663
N 0.197 -1.772 1.180
C 0.175 0.682 0.716
N 0.755 0.990 -0.600
C 2.160 0.635 -0.692
H -2.025 0.414 -1.441
H -3.440 -0.259 -0.638
H -2.509 0.974 0.191
H -0.173 -2.657 0.847
H 1.207 -1.717 1.162
H 0.929 0.702 1.512
H -0.572 1.436 0.974
H 0.224 0.489 -1.314
H 2.776 1.391 -0.194
H 2.380 -0.346 -0.259
H 2.461 0.607 -1.744


(7)
# C4H11N3

2 unconnected molecules or ions with the total composition C4H11N3 (ωB97M-V/def2-TZVPD, the Open Molecules 2025 dataset).

Calculated values
- largest force on an atom (hartree/bohr) = 0.02322
- lowest unoccupied orbital energy (eV) = 0.68
- energy above the lowest of the compared OMol25 structures with the same formula, charge and spin (kcal/mol) = 93.7
- Kohn-Sham gap (eV) = 7.163

Element x y z (Å)
C -0.630 1.216 1.871
C -0.178 0.046 1.031
C 0.727 -0.789 1.565
H -1.129 -1.304 -0.264
H -0.120 1.300 2.847
H -1.707 1.157 2.068
H -0.476 2.166 1.341
H 1.073 -1.685 1.036
H 1.171 -0.669 2.564
C -0.019 -0.265 -1.415
N -0.710 0.823 -1.830
N 1.291 -0.336 -1.741
N -0.724 -1.413 -1.223
H -1.695 0.804 -1.604
H -0.273 1.719 -1.668
H 1.788 0.517 -1.950
H 1.840 -1.012 -1.229
H -0.229 -2.277 -1.400


(8)
# C4H11N3

2 unconnected molecules or ions with the total composition C4H11N3 (ωB97M-V/def2-TZVPD, the Open Molecules 2025 dataset).

Calculated values
- largest force on an atom (hartree/bohr) = 0.03929
- lowest unoccupied orbital energy (eV) = 0.87
- energy above the lowest of the compared OMol25 structures with the same formula, charge and spin (kcal/mol) = 105.5
- Kohn-Sham gap (eV) = 9.381

Element x y z (Å)
C -0.702 -0.070 0.138
C -0.279 -0.880 1.151
C -1.055 1.368 0.423
C -1.306 -0.645 -1.113
N 1.448 0.376 -0.990
N 2.208 0.072 0.019
N 2.134 -1.070 0.604
H 1.498 1.377 -1.177
H 2.537 0.808 0.659
H 1.847 -1.759 -0.092
H -0.384 -1.954 1.081
H -0.109 -0.489 2.142
H -2.110 1.462 0.692
H -0.464 1.767 1.248
H -2.393 -0.541 -1.106
H -0.890 1.990 -0.459
H -0.925 -0.116 -1.988
H -1.055 -1.697 -1.232


(9)
# C4H11N3O

A molecular structure, C4H11N3O (ωB97M-V/def2-TZVPD, the Open Molecules 2025 dataset).

Calculated values
- largest force on an atom (hartree/bohr) = 0.18547
- lowest unoccupied orbital energy (eV) = 0.06
- energy above the lowest of the compared OMol25 structures with the same formula, charge and spin (kcal/mol) = 171.6
- Kohn-Sham gap (eV) = 9.038

Element x y z (Å)
C -1.078 0.939 -2.276
C -1.500 0.399 0.049
C -0.894 -0.712 1.019
C 1.675 -0.431 1.057
H -2.187 1.334 -2.519
H -0.493 1.756 -1.724
H -0.396 0.535 -3.208
H -0.086 -0.150 -1.151
H -2.599 -0.042 -0.062
H -1.300 1.478 0.270
H -1.652 -0.723 1.718
H -0.918 -1.657 0.490
H 3.327 -1.091 2.220
H 2.277 0.511 2.899
H 2.500 -0.708 -0.759
N -1.289 -0.294 -1.312
N 2.600 -0.010 1.917
N 1.614 -0.654 -0.311
O 0.400 -0.482 1.684


(10)
# C4H11N3O

2 unconnected molecules or ions with the total composition C4H11N3O (ωB97M-V/def2-TZVPD, the Open Molecules 2025 dataset).

Calculated values
- SMILES string = [H]/N=C(\C)N(C)C=O.N
- largest force on an atom (hartree/bohr) = 0.07475
- lowest unoccupied orbital energy (eV) = 0.81
- energy above the lowest of the compared OMol25 structures with the same formula, charge and spin (kcal/mol) = 31.3
- Kohn-Sham gap (eV) = 10.257

Element x y z (Å)
H -2.249 0.554 -1.267
N -1.266 0.767 -1.141
C -0.611 -0.202 -0.581
C -1.230 -1.362 0.143
N 0.776 -0.169 -0.643
C 1.582 -0.903 0.315
C 1.412 0.684 -1.514
O 2.610 0.830 -1.560
H -0.839 -2.308 -0.240
H -0.999 -1.295 1.206
H -2.313 -1.342 0.028
H 1.552 -1.976 0.121
H 2.607 -0.552 0.206
H 1.232 -0.698 1.327
H 0.698 1.223 -2.148
N -0.671 1.462 1.462
H -1.154 1.620 0.448
H 0.190 1.976 1.634
H -1.328 1.690 2.203


(11)
# C4H11N3O

C4H11N3O in the gas phase (ωB97M-V/def2-TZVPD, the Open Molecules 2025 dataset).

Calculated values
- SMILES string = C=COCNC(N)N
- largest force on an atom (hartree/bohr) = 0.02609
- lowest unoccupied orbital energy (eV) = 0.98
- energy above the lowest of the compared OMol25 structures with the same formula, charge and spin (kcal/mol) = 49.1
- Kohn-Sham gap (eV) = 9.982

Element x y z (Å)
C 2.620 -0.684 1.565
C 1.875 -0.539 0.477
O 2.032 0.527 -0.407
C 0.862 0.738 -1.176
N -0.259 0.813 -0.290
C -1.374 -0.112 -0.336
N -2.548 0.579 -0.834
N -1.719 -0.643 0.963
H 3.294 0.090 1.885
H 2.654 -1.619 2.090
H 1.246 -1.344 0.117
H 0.726 -0.104 -1.874
H 1.044 1.675 -1.714
H -0.536 1.741 -0.018
H -1.059 -0.971 -0.962
H -2.500 0.718 -1.834
H -3.374 0.036 -0.614
H -2.090 0.104 1.537
H -0.893 -1.004 1.426


(12)
# C4H11N3O

A molecular structure, C4H11N3O (ωB97M-V/def2-TZVPD, the Open Molecules 2025 dataset).

Calculated values
- largest force on an atom (hartree/bohr) = 0.05089
- lowest unoccupied orbital energy (eV) = 0.88
- energy above the lowest of the compared OMol25 structures with the same formula, charge and spin (kcal/mol) = 111.1
- Kohn-Sham gap (eV) = 9.599

Element x y z (Å)
C -0.933 -0.188 0.030
C -1.119 -1.168 -1.094
C -0.956 -0.782 1.408
O -0.377 -0.633 -2.142
H -1.539 0.704 -0.107
H -0.739 -2.160 -0.804
H -2.183 -1.236 -1.368
H -1.912 -1.299 1.544
H -0.156 -1.515 1.510
H -0.840 -0.031 2.186
C 0.665 2.072 0.704
N 1.910 -0.659 -1.056
N 1.843 0.364 -0.256
N 0.690 0.747 0.114
H 2.868 -0.784 -1.366
H 0.815 -0.675 -1.871
H -0.034 2.709 0.156
H 1.659 2.518 0.666
H 0.338 2.016 1.745


- largest force on an atom of number 2 (C4H11N2S3)?
  0.09490 hartree/bohr


- The lowest largest force on an atom belongs to which entry?
  number 3


Please write out number 10 again, unchanged.
# C4H11N3O

2 unconnected molecules or ions with the total composition C4H11N3O (ωB97M-V/def2-TZVPD, the Open Molecules 2025 dataset).

Calculated values
- SMILES string = [H]/N=C(\C)N(C)C=O.N
- largest force on an atom (hartree/bohr) = 0.07475
- lowest unoccupied orbital energy (eV) = 0.81
- energy above the lowest of the compared OMol25 structures with the same formula, charge and spin (kcal/mol) = 31.3
- Kohn-Sham gap (eV) = 10.257

Element x y z (Å)
H -2.249 0.554 -1.267
N -1.266 0.767 -1.141
C -0.611 -0.202 -0.581
C -1.230 -1.362 0.143
N 0.776 -0.169 -0.643
C 1.582 -0.903 0.315
C 1.412 0.684 -1.514
O 2.610 0.830 -1.560
H -0.839 -2.308 -0.240
H -0.999 -1.295 1.206
H -2.313 -1.342 0.028
H 1.552 -1.976 0.121
H 2.607 -0.552 0.206
H 1.232 -0.698 1.327
H 0.698 1.223 -2.148
N -0.671 1.462 1.462
H -1.154 1.620 0.448
H 0.190 1.976 1.634
H -1.328 1.690 2.203


- What is the largest force on an atom in the ninth record?
  0.18547 hartree/bohr